The following is a quantum chemistry calculation of a molecular structure, C4H7N3 in a non-equilibrium geometry, from OMol25.

Atoms and positions in Å:
H: -2.516 -1.603 1.934
N: -0.001 0.457 -1.150
C: 1.125 0.495 -1.998
H: 0.925 0.435 -3.159
N: -1.436 -0.540 0.529
C: -1.466 -1.096 1.863
H: 1.364 1.770 -0.306
H: -0.955 -2.043 3.447
C: 0.528 1.680 -1.186
H: 1.084 -0.658 0.276
N: -0.586 -1.337 2.660
C: -0.185 -0.206 0.061
H: 0.267 2.803 -1.391
H: 1.852 -0.159 -1.582

Calculated values
Energy above the lowest of the compared OMol25 structures with the same formula, charge and spin ... 134.9 kcal/mol
E_LUMO ... 0.03 eV
Kohn-Sham gap ... 9.288 eV
Spin multiplicity ... 1